(1)
Here is a 2-piece molecular cluster, C3H4BrCl overall at a distorted geometry from OMol25. Energies are from ωB97M-V/def2-TZVPD.

Last column: Mulliken charge in e.
Positions of all 9 atoms, in Å:
C: 1.3507 -0.4180 -0.9659  -0.5305
C: 0.2189 -0.9602 -0.4847  0.0645
C: -1.2993 0.9009 1.0032  -0.5610
Cl: -0.6976 2.3374 0.4328  -0.1030
Br: -0.2029 -2.7238 -0.0090  -0.0796
H: 2.1815 -0.9830 -1.3211  0.2769
H: 1.5892 0.6031 -1.1417  0.2268
H: -2.0577 0.4241 0.4364  0.3897
H: -1.0828 0.8195 2.0499  0.3162

Properties
E   -3150.73343 Eh

---

(2)
Here is one molecule with the formula C3H4BrF at a distorted geometry from OMol25. Energies are from ωB97M-V/def2-TZVPD.

Last column: Mulliken charge in e.
Positions of all 9 atoms, in Å:
F: 0.4464 -2.1780 -0.5753  -0.2602
C: -0.3103 -1.0761 -0.7181  -0.2968
C: 0.1487 0.0086 0.5176  -0.1112
C: 0.2582 1.3024 0.2575  -0.3653
Br: 0.7789 2.4778 1.6885  -0.1791
H: -0.1927 -0.6128 -1.6230  0.3453
H: -1.4171 -1.2730 -0.3564  0.2189
H: 0.2702 -0.5814 1.4578  0.3216
H: 0.0176 1.9324 -0.6487  0.3268

Properties
Structure (SMILES)   FC/C=C/Br
E   -2790.52209 Eh

---

(3)
Here is a 2-piece molecular cluster, C3H4BrF3 overall at a distorted geometry from OMol25. Energies are from ωB97M-V/def2-TZVPD.

Last column: Mulliken charge in e.
Positions of all 11 atoms, in Å:
C: 1.2643 0.6994 -0.3950  -0.6302
C: -0.0152 1.3471 -0.2545  -0.0961
C: -1.2019 -1.3086 0.7141  0.3350
F: -0.6577 1.7661 -1.3268  -0.2409
F: -2.4629 -1.4447 0.2744  -0.1850
F: -1.1719 -1.6657 2.0090  -0.1835
Br: -0.0096 -2.4029 -0.3389  -0.1115
H: 1.8894 1.1960 -1.1338  0.3278
H: 1.1402 -0.3378 -0.7839  0.0417
H: 1.7615 0.6096 0.5659  0.2665
H: -0.5362 1.5415 0.6695  0.4764

Properties
E   -2990.17668 Eh

---

(4)
Here is one molecule with the formula C3H4BrIO at a distorted geometry from OMol25. Energies are from ωB97M-V/def2-TZVPD.

Last column: Mulliken charge in e.
Positions of all 10 atoms, in Å:
C: -0.5042 0.7909 0.2145  -1.1719
C: 0.8937 0.8560 0.7939  0.7591
O: 1.1648 1.1077 1.9386  -0.4802
C: 1.9068 0.4422 -0.3193  -0.6528
Br: 3.2841 1.7884 -0.2080  -0.0616
I: 2.7685 -1.7329 -0.0159  0.0820
H: -1.3249 1.2228 0.8965  0.3072
H: -0.7217 -0.1126 -0.4154  0.3315
H: -0.5937 1.5410 -0.5562  0.3811
H: 1.3474 0.2895 -1.1996  0.5057

Properties
Structure (SMILES)   CC(=O)[C@@H](Br)I
E   -3063.61554 Eh

---

(5)
Here is C3H4BrN as an isolated structure at a distorted geometry from OMol25. Energies are from ωB97M-V/def2-TZVPD.

Last column: Mulliken charge in e.
Positions of all 9 atoms, in Å:
C: 0.5767 -1.4716 -0.3737  0.7412
C: 0.5969 -0.9318 -1.5501  -0.8433
C: -0.7192 1.5953 1.2070  -0.6674
N: 0.4479 -1.7769 0.7744  -0.5341
Br: -0.8735 -0.0660 1.9982  0.0387
H: 1.2857 -0.1228 -1.6576  0.2873
H: -0.0312 -1.2706 -2.3325  0.2914
H: -1.0625 1.7503 0.1483  0.3321
H: -0.2207 2.2941 1.7860  0.3542

Properties
E   -2745.30602 Eh

---

(6)
Here is one molecule with the formula C3H4BrNO at a distorted geometry from OMol25. Energies are from ωB97M-V/def2-TZVPD.

Last column: Mulliken charge in e.
Positions of all 10 atoms, in Å:
C: -1.8157 0.6105 0.0063  -0.7435
C: -0.7593 -0.2302 0.0406  -0.2351
C: 0.6148 0.2679 -0.0342  0.8118
O: 0.9264 1.4125 0.0075  -0.5645
N: 1.5173 -0.7348 0.0393  -0.3990
Br: 3.2971 -0.2919 0.0263  -0.0272
H: -2.8074 0.3798 -0.0436  0.3164
H: -1.6791 1.6444 -0.1232  0.2693
H: -0.8191 -1.2858 0.3440  0.2464
H: 1.5250 -1.7725 -0.2630  0.3253

Properties
Structure (SMILES)   C=CC(=O)NBr
E   -2820.65930 Eh

---

(7)
Here is a 2-piece molecular cluster, C3H4BrNO overall at a distorted geometry from OMol25. Energies are from ωB97M-V/def2-TZVPD.

Last column: Mulliken charge in e.
Positions of all 10 atoms, in Å:
C: -0.5751 0.6307 1.4703  0.3205
C: -0.0376 0.0828 -1.4630  -0.5617
C: 0.1664 -0.5487 1.2613  -0.0519
N: -1.1751 1.6004 1.5795  -0.3429
O: -0.2370 -0.9482 -0.5961  -0.4268
Br: 2.0324 -0.3403 1.2974  -0.0034
H: -0.2619 -0.3618 -2.4415  0.2493
H: 1.0034 0.4342 -1.4869  0.2449
H: -0.7221 0.9257 -1.3038  0.2792
H: -0.1934 -1.4747 1.6829  0.2930

Properties
E   -2820.60964 Eh

---

(8)
Here is a 2-piece molecular cluster, C3H4BrNO2 overall at a distorted geometry from OMol25. Energies are from ωB97M-V/def2-TZVPD.

Last column: Mulliken charge in e.
Positions of all 11 atoms, in Å:
C: 0.7101 0.2072 -0.4063  -0.2823
C: -1.0467 0.1221 0.7521  -0.0120
C: 1.8070 -0.6608 -0.3473  -0.5932
N: -2.0845 0.8676 0.3345  0.8656
O: -1.9439 1.8453 -0.4250  -0.5598
O: -3.1982 0.5471 0.8158  -0.5416
Br: -1.3358 -1.6028 1.1891  -0.0005
H: 0.8734 1.3081 -0.5339  0.3196
H: 1.5051 -1.5922 0.1190  0.2524
H: 2.0255 -1.0152 -1.4037  0.2881
H: 2.6879 -0.0263 -0.0942  0.2636

Properties
E   -2895.63417 Eh

---

(9)
Here is one molecule with the formula C3H4BrNO2 at a distorted geometry from OMol25. Energies are from ωB97M-V/def2-TZVPD.

Last column: Mulliken charge in e.
Positions of all 11 atoms, in Å:
C: 1.5404 -0.9464 -0.0534  -1.0016
C: 0.5431 0.1734 -0.1048  0.2500
C: -0.8179 0.2024 -0.0157  -0.0518
Br: -1.9905 -1.5960 0.2090  -0.1799
N: -1.7819 1.3431 0.0603  0.8894
O: -1.3263 2.2844 0.6001  -0.5347
O: -2.8606 1.2488 -0.4203  -0.5117
H: 2.3477 -0.9661 -0.7942  0.3086
H: 2.2903 -0.9905 0.8019  0.2731
H: 1.0039 -1.9177 -0.0514  0.2821
H: 1.0518 1.1646 -0.2316  0.2764

Properties
Structure (SMILES)   C/C=C(\Br)[N+](=O)[O-]
E   -2895.79510 Eh

---

(10)
Here is one molecule with the formula C3H4BrNS2 at a distorted geometry from OMol25. Energies are from ωB97M-V/def2-TZVPD.

Last column: Mulliken charge in e.
Positions of all 11 atoms, in Å:
C: -0.2758 0.9459 -1.2012  0.2613
C: 0.0328 1.2512 0.2290  -0.5566
C: -0.8849 -1.1178 -0.3589  -0.0687
N: -0.8376 -0.1136 -1.5855  -0.5111
S: -0.3958 -0.3069 1.1740  -0.1436
S: 0.2796 -2.4914 -0.6759  -0.1569
Br: -0.2390 2.3532 -2.3544  -0.1054
H: 0.9816 1.6085 0.4086  0.4312
H: -0.6864 2.0926 0.4920  0.3238
H: -1.7764 -1.6800 -0.3457  0.3576
H: 1.1155 -1.6836 -1.4393  0.1683

Properties
<S²>   2.01
Spin multiplicity   3
E   -3541.65650 Eh

---

(11)
Here is C3H4CaO3 as an isolated structure at a distorted geometry from OMol25. Energies are from ωB97M-V/def2-TZVPD.

Last column: Mulliken charge in e.
Positions of all 11 atoms, in Å:
C: -0.4043 0.2343 0.7299  -0.5998
O: 1.5908 -0.6070 -0.4315  -0.2622
C: 0.8166 -0.9860 -1.5370  0.5362
C: 0.8309 -0.4090 0.7111  -0.4336
O: -0.3945 -0.6314 -1.3570  -0.5971
O: 1.2756 -1.8559 -2.2609  -0.6795
H: -1.2835 -0.3301 1.0641  0.1738
H: 0.6417 -1.3825 1.1788  0.2561
H: 0.6678 0.7925 1.5002  0.2014
Ca: -1.3272 2.1893 -0.4592  0.7322
H: -2.4141 2.9859 0.8614  -0.3276

Properties
Total charge   -1
<S²>   0.76
Spin multiplicity   2
E   -1019.82998 Eh

---

(12)
Here is C3H4CaO3 as an isolated structure at a distorted geometry from OMol25. Energies are from ωB97M-V/def2-TZVPD.

Last column: Mulliken charge in e.
Positions of all 11 atoms, in Å:
H: -1.6261 -0.5757 -1.2712  0.2686
O: 0.6589 -0.8283 -0.0533  -0.6951
Ca: 2.8160 -1.2031 0.6370  1.5241
C: -0.5115 -1.0196 0.3074  -0.1565
C: -1.6332 -0.2029 -0.2021  -0.8924
H: -0.6863 -1.5998 1.2312  0.3460
H: -1.5923 0.7974 0.2547  0.2925
H: -2.5767 -0.5936 0.2118  0.3023
O: 2.6592 1.1057 -0.1159  -0.5567
C: 1.7079 1.7149 -0.4343  0.8218
O: 0.7842 2.4051 -0.5654  -0.2548

Properties
Total charge   +1
<S²>   0.76
Spin multiplicity   2
E   -1019.75922 Eh